This record from the OMol25 dataset describes C4H8NO as an isolated structure at a distorted geometry. The level of theory is ωB97M-V/def2-TZVPD.

Structure (XYZ):
```
14
Properties=species:S:1:pos:R:3
C -0.832 1.200 0.337
C -0.547 2.270 -0.400
C -0.699 0.411 -0.799
C -0.963 -0.895 -1.313
N 1.366 -0.243 1.119
O -0.281 1.424 -1.509
H -1.084 1.270 1.420
H -0.214 3.302 -0.282
H -0.172 -1.216 -1.845
H -1.964 -0.744 -1.886
H -1.098 -1.656 -0.532
H 1.436 -0.594 2.098
H 1.429 0.798 1.063
H 2.009 -0.721 0.435
```

## Properties
- energy above the lowest of the compared OMol25 structures with the same formula, charge and spin (kJ/mol) = 403.8
- strongest force on any atom (eV/Å) = 6.98
- LUMO level (alpha / beta) (eV) = -6.652 / -6.653
- charge = +1
- HOMO-LUMO gap (alpha / beta) (eV) = 7.525 / 7.523

***

This record from the OMol25 dataset describes a 2-piece molecular cluster, C4H8NO overall at a distorted geometry. The level of theory is ωB97M-V/def2-TZVPD.

Structure (XYZ):
```
14
Properties=species:S:1:pos:R:3
C -0.988 0.195 -0.151
C -2.185 0.472 -0.621
C 0.402 -0.136 -0.116
C 1.417 -1.146 -0.447
N -0.350 0.018 1.149
O 1.175 1.833 0.114
H -3.118 0.446 -0.020
H -2.190 0.693 -1.618
H 2.198 -1.041 0.254
H 1.618 -1.182 -1.522
H 0.987 -2.226 -0.217
H -0.162 1.013 1.626
H -0.850 -0.695 1.819
H 2.045 1.756 -0.250
```

## Properties
- energy above the lowest of the compared OMol25 structures with the same formula, charge and spin (kJ/mol) = 524.1
- strongest force on any atom (eV/Å) = 4.45
- LUMO level (alpha / beta) (eV) = -5.959 / -5.998
- charge = +1
- HOMO-LUMO gap (alpha / beta) (eV) = 8.794 / 8.895

***

This record from the OMol25 dataset describes a 2-piece molecular cluster, C4H8NO overall at a distorted geometry. The level of theory is ωB97M-V/def2-TZVPD.

Structure (XYZ):
```
14
Properties=species:S:1:pos:R:3
C -3.015 -0.797 -0.109
C -2.010 0.004 -0.050
C -0.114 1.741 0.001
C 1.462 -0.244 0.464
N 0.910 0.848 -0.456
O 1.977 -1.254 -0.296
H -3.763 -0.734 -0.892
H -3.218 -1.580 0.608
H -0.140 1.758 1.099
H 2.167 0.216 1.164
H 0.591 -0.633 1.005
H 1.654 1.489 -0.781
H 0.569 0.376 -1.313
H 2.930 -1.188 -0.444
```

## Properties
- energy above the lowest of the compared OMol25 structures with the same formula, charge and spin (kJ/mol) = 745.7
- strongest force on any atom (eV/Å) = 1.99
- LUMO level (eV) = -5.055
- charge = +1
- HOMO-LUMO gap (eV) = 8.923

***

This record from the OMol25 dataset describes an isolated ion of composition C4H8NO and charge +1 at a distorted geometry. The level of theory is ωB97M-V/def2-TZVPD.

Structure (XYZ):
```
14
Properties=species:S:1:pos:R:3
C 1.348 -0.105 0.475
C 0.876 1.340 -0.017
C 0.145 -0.685 -0.248
C -1.114 -1.125 0.603
N -0.210 0.630 -0.872
O 2.218 -0.642 1.044
H 0.325 1.835 0.838
H 1.578 2.129 -0.351
H 0.305 -1.354 -1.115
H -1.679 -0.186 0.824
H -0.837 -1.804 1.548
H -1.748 -1.772 -0.082
H -1.120 1.034 -0.745
H -0.086 0.704 -1.901
```

## Properties
- energy above the lowest of the compared OMol25 structures with the same formula, charge and spin (kJ/mol) = 150.2
- strongest force on any atom (eV/Å) = 3.14
- LUMO level (eV) = -3.837
- charge = +1
- HOMO-LUMO gap (eV) = 11.075

***

This record from the OMol25 dataset describes an isolated ion of composition C4H8NO and charge +1 at a distorted geometry. The level of theory is ωB97M-V/def2-TZVPD.

Structure (XYZ):
```
14
Properties=species:S:1:pos:R:3
C 0.123 -1.561 -0.687
C -1.181 -1.803 -0.834
C 0.897 -0.352 -0.175
C 1.067 1.990 0.359
N 0.360 0.774 0.012
O -1.015 0.807 -0.082
H -1.497 0.772 0.783
H 0.821 -2.423 -0.786
H -1.436 -2.680 -1.366
H -1.933 -1.149 -0.421
H 1.941 -0.429 -0.212
H 2.100 1.754 0.000
H 1.038 2.145 1.475
H 0.588 2.870 -0.147
```

## Properties
- energy above the lowest of the compared OMol25 structures with the same formula, charge and spin (kJ/mol) = 278.5
- strongest force on any atom (eV/Å) = 4.54
- LUMO level (eV) = -5.286
- charge = +1
- HOMO-LUMO gap (eV) = 9.674

***

This record from the OMol25 dataset describes an isolated ion of composition C4H8NO and charge +1 at a distorted geometry. The level of theory is ωB97M-V/def2-TZVPD.

Structure (XYZ):
```
14
Properties=species:S:1:pos:R:3
C 1.512 0.249 -0.040
C 2.175 -0.867 0.046
C 0.098 1.156 0.514
C -1.424 -0.690 -0.288
N -1.180 0.783 -0.074
O 1.068 1.340 -0.603
H 2.951 -1.010 -0.619
H 2.053 -1.570 0.720
H 0.072 1.772 1.395
H -0.904 -1.103 -1.142
H -0.905 -1.253 0.515
H -2.420 -1.006 -0.048
H -1.852 0.930 0.687
H -1.245 1.270 -1.061
```

## Properties
- energy above the lowest of the compared OMol25 structures with the same formula, charge and spin (kJ/mol) = 434.7
- strongest force on any atom (eV/Å) = 5.79
- LUMO level (eV) = -3.680
- charge = +1
- HOMO-LUMO gap (eV) = 10.526

***

This record from the OMol25 dataset describes an isolated ion of composition C4H8NO and charge +1 at a distorted geometry. The level of theory is ωB97M-V/def2-TZVPD.

Structure (XYZ):
```
14
Properties=species:S:1:pos:R:3
C 0.952 1.370 0.150
C -0.346 -0.659 0.927
C -0.337 0.016 -1.092
C 0.668 -0.093 0.018
N -1.438 -0.404 -0.133
O 1.676 -1.025 -0.027
H 1.557 1.912 -0.501
H 0.154 1.899 0.728
H -0.152 -1.700 0.957
H -0.563 -0.136 1.985
H -0.625 0.612 -2.053
H -1.941 -1.150 -0.372
H -2.050 0.351 0.029
H 2.443 -0.994 -0.616
```

## Properties
- energy above the lowest of the compared OMol25 structures with the same formula, charge and spin (kJ/mol) = 456.1
- strongest force on any atom (eV/Å) = 4.99
- LUMO level (alpha / beta) (eV) = -4.675 / -5.033
- charge = +1
- HOMO-LUMO gap (alpha / beta) (eV) = 9.273 / 8.537

***

This record from the OMol25 dataset describes an isolated ion of composition C4H8NO and charge +1 at a distorted geometry. The level of theory is ωB97M-V/def2-TZVPD.

Structure (XYZ):
```
14
Properties=species:S:1:pos:R:3
C 0.416 -1.247 -0.499
C -0.517 1.202 -0.401
C -0.175 -0.656 0.758
C 0.886 0.080 -0.038
N -1.307 0.257 0.454
O 2.083 0.539 0.284
H 1.114 -2.057 -0.324
H -0.169 -1.381 -1.395
H -0.349 2.165 0.062
H -0.806 1.254 -1.438
H -0.135 -1.149 1.715
H -1.678 0.711 1.295
H -2.092 -0.189 -0.038
H 2.730 0.472 -0.434
```

## Properties
- energy above the lowest of the compared OMol25 structures with the same formula, charge and spin (kJ/mol) = 207.7
- strongest force on any atom (eV/Å) = 4.33
- LUMO level (eV) = -3.438
- charge = +1
- HOMO-LUMO gap (eV) = 11.083